1.
C10H4F2N3O7 | ωB97M-V/def2-TZVPD

## Properties
LUMO energy (eV): 1.38
Net charge: -1
E_HOMO (eV): -4.51
Spin multiplicity: 1
Frontier orbital gap (eV): 5.888

The geometry in XYZ format:
```
26
Properties=species:S:1:pos:R:3:forces:R:3
O -2.210738 -0.463498 -4.334288 -0.40 0.02 -0.07
C -1.689880 -1.027523 -3.415555 0.21 -0.16 -0.08
N -1.384560 -2.436948 -3.406417 -0.21 0.72 0.77
C -0.598064 -2.699993 -2.234418 -0.07 -0.10 -0.20
O -0.093557 -3.756280 -1.986606 -0.12 -0.26 0.14
C -0.514469 -1.440566 -1.454711 -0.06 0.37 -0.19
C 0.078010 -1.206133 -0.229143 0.19 -0.05 0.01
C -0.042681 0.075094 0.287896 0.16 0.59 -0.20
N 0.498894 0.477464 1.549498 -1.01 -1.09 0.54
C 1.292493 -0.540068 2.178840 0.74 0.41 -0.16
O 0.866781 -1.474192 2.770878 0.10 0.14 0.23
F 2.576143 -0.346848 1.965154 -0.43 -0.27 -0.18
C -0.517747 0.881236 2.477528 0.16 0.41 -0.09
O -0.420808 1.697530 3.313552 -0.08 -0.27 -0.01
F -1.680864 0.202956 2.276301 0.17 0.20 -0.05
C -0.713866 1.087837 -0.421780 0.11 -0.07 0.10
C -1.295322 0.836736 -1.645768 -0.01 -0.09 -0.12
C -1.187818 -0.450359 -2.150980 0.23 -0.14 0.15
H -2.248872 -2.968128 -3.417410 0.29 -0.43 -0.56
H 0.594629 -1.999202 0.294646 -0.03 -0.01 0.01
H -0.749971 2.079338 0.013442 0.07 -0.02 0.01
H -1.817829 1.606606 -2.196713 0.04 0.03 0.00
N 2.816887 2.971776 2.442793 -0.01 -0.10 0.04
O 2.816371 2.128421 3.368251 -0.03 0.02 0.00
O 2.274991 2.682816 1.350231 0.03 0.17 -0.10
O 3.351846 4.081928 2.604778 -0.02 -0.01 0.00
```
Positions in Å, forces in eV/Å.


2.
C10H50O15 | ωB97M-V/def2-TZVPD

## Properties
LUMO energy (eV): -0.21
Net charge: 0
E_HOMO (eV): -9.93
Spin multiplicity: 1
Frontier orbital gap (eV): 9.725
Energy above the lowest of the compared OMol25 structures with the same formula, charge and spin (kJ/mol): 305.24

The geometry in XYZ format:
```
75
Properties=species:S:1:pos:R:3:forces:R:3
O -2.623623 2.031970 -5.341256 -0.21 -0.04 -0.01
H -2.246189 2.759995 -5.834973 0.05 0.20 -0.15
H -1.877009 1.631366 -4.895936 0.17 -0.17 0.21
O 3.251778 -0.210574 0.116034 -0.07 0.20 -0.19
H 3.938669 -0.868397 0.007921 0.19 -0.15 -0.06
H 2.698220 -0.554599 0.817066 -0.17 -0.04 0.25
O -2.351306 -1.938525 6.635715 -0.25 0.06 0.05
H -1.840208 -1.678143 5.869404 0.17 0.13 -0.20
H -1.851955 -2.656649 7.024521 0.11 -0.17 0.13
O -0.333934 5.750099 -0.771874 -0.06 0.08 0.22
H 0.508165 5.667165 -1.219353 0.27 -0.01 -0.08
H -0.967084 5.367034 -1.379015 -0.20 -0.08 -0.13
O 4.505566 0.861639 -6.828651 -0.01 0.28 0.06
H 4.791838 0.359239 -7.591459 0.09 -0.10 -0.20
H 4.182970 0.202297 -6.214306 -0.08 -0.21 0.18
O 4.561249 3.536992 -2.689396 -0.06 0.23 0.04
H 4.733208 3.079837 -3.512603 0.05 -0.08 -0.28
H 4.611651 2.854084 -2.020570 -0.01 -0.16 0.23
O 0.117105 -1.592376 -7.339471 0.06 -0.20 -0.13
H 0.114263 -1.507919 -6.386016 -0.03 -0.03 0.28
H 0.085247 -0.691122 -7.660336 -0.03 0.22 -0.13
O -7.968869 0.852416 2.245427 0.10 0.22 0.10
H -8.372763 0.627479 1.407276 -0.11 0.00 -0.23
H -7.834234 0.010544 2.680564 0.03 -0.21 0.15
O 0.007602 4.686762 4.371610 0.21 -0.15 0.15
H -0.841128 4.419844 4.018540 -0.27 -0.11 -0.08
H 0.100747 5.601807 4.106572 0.05 0.22 -0.08
O -4.387432 2.949330 4.206755 0.21 0.18 0.00
H -5.147558 2.863798 3.631320 -0.24 0.00 -0.18
H -4.376689 2.136755 4.712569 0.03 -0.19 0.17
C 0.967755 -6.817298 1.796183 -0.47 -0.55 1.57
C 1.012595 -7.194835 3.367995 2.32 1.59 -3.08
O 2.183299 -8.063519 3.465210 -1.49 -0.18 0.93
H 1.062037 -7.741218 1.225588 -0.87 -0.15 -0.02
H 1.829686 -6.271492 1.412427 0.20 0.48 0.72
H 0.075324 -6.220462 1.607896 -0.05 -0.28 -0.45
H 0.041188 -7.514207 3.745434 0.52 -0.97 -0.07
H 1.259885 -6.261155 3.873167 -0.16 0.05 0.35
H 2.795935 -7.737993 2.801657 0.00 0.00 0.06
C 6.113759 -5.088628 -5.173602 0.46 -2.65 -2.31
C 4.778541 -4.449039 -5.463152 0.85 0.38 1.36
O 4.820386 -3.394165 -4.552564 -1.55 2.29 0.93
H 6.079690 -5.858253 -4.402497 -0.35 0.14 0.24
H 7.022568 -4.513521 -4.996370 -0.60 0.78 -0.10
H 6.318005 -5.652937 -6.083511 0.59 -0.49 -0.06
H 3.933012 -5.106537 -5.260958 0.04 -0.39 0.08
H 4.571637 -4.026576 -6.446425 0.65 -0.03 -0.12
H 5.235980 -3.699464 -3.742832 -0.11 0.01 -0.05
C -6.592320 7.762773 -0.243632 -0.27 0.57 0.01
C -6.626227 6.374313 -0.786992 0.42 -1.72 1.17
O -5.963678 6.363967 -1.995294 0.38 0.76 -2.27
H -5.602966 8.126745 0.033495 0.00 -0.37 0.35
H -7.328173 7.848015 0.555947 0.29 0.19 0.23
H -6.893286 8.453699 -1.031135 -0.28 -0.08 -0.14
H -7.634682 5.961172 -0.766466 -0.60 0.41 -0.85
H -6.143991 5.594491 -0.197572 0.41 0.40 0.99
H -5.591751 5.532379 -2.298172 -0.34 -0.17 0.51
C 2.951848 0.656848 6.821876 1.04 -0.85 0.63
C 2.947967 -0.420222 5.757256 -0.54 0.54 -0.62
O 1.761357 -0.201047 4.921663 1.30 -0.62 0.30
H 3.146925 1.614324 6.338897 -0.97 0.24 0.00
H 3.853138 0.600968 7.432338 0.15 -0.48 0.24
H 2.110573 0.553147 7.507154 -0.16 0.61 -0.33
H 2.959908 -1.476030 6.027809 -0.55 0.20 0.61
H 3.897706 -0.321922 5.231465 -0.09 0.18 -0.74
H 1.855032 0.701248 4.607548 -0.21 0.17 -0.12
C -1.861938 -0.114376 -0.139900 -0.62 0.34 -0.03
C -1.293935 -1.104551 -1.158361 -0.30 0.61 0.74
O -0.563151 -0.411275 -2.140974 0.64 -0.04 -0.50
H -2.233357 0.724606 -0.728338 -0.50 -0.06 0.05
H -1.240431 0.380148 0.606605 0.88 -0.48 -0.22
H -2.655486 -0.552634 0.465330 -0.28 -0.07 -0.26
H -2.108427 -1.556522 -1.724436 -0.09 -0.14 0.29
H -0.727220 -1.886219 -0.652472 0.22 -0.18 -0.20
H 0.286985 -0.144895 -1.783362 0.11 0.06 0.09
```
Positions in Å, forces in eV/Å.


3.
C10H5AgF9O | ωB97M-V/def2-TZVPD

## Properties
LUMO energy (eV): 3.48
Net charge: -1
E_HOMO (eV): -4.33
Spin multiplicity: 1
Frontier orbital gap (eV): 7.807

The geometry in XYZ format:
```
26
Properties=species:S:1:pos:R:3:forces:R:3
Ag 0.524617 -0.172990 0.302802 -0.37 0.01 0.66
C 0.306807 0.586130 5.073055 -1.09 0.10 -0.98
C -0.093607 1.536000 4.101703 1.56 -0.80 0.30
C 0.062211 1.166624 2.764122 -2.20 1.05 0.03
C 0.271347 -0.181573 2.465010 0.97 1.24 -4.13
C 0.557542 -1.150224 3.364112 -0.45 0.42 0.84
C 0.515998 -0.732025 4.709607 0.88 -1.64 0.56
H 0.334907 0.861152 6.109517 -0.11 0.05 0.39
H -0.359649 2.506727 4.475170 -0.09 0.54 -0.26
H -0.257203 1.860599 1.897827 0.73 -0.88 1.72
H 0.750845 -2.096038 2.846615 0.01 -0.21 1.45
H 0.688524 -1.463911 5.517667 0.08 0.35 -0.34
F -1.122286 -1.762350 -1.455986 -0.11 -1.19 0.95
C -1.397386 -0.932949 -2.436851 8.22 -1.56 -3.23
F -2.274374 -0.173606 -2.131605 -7.35 3.73 2.24
F -1.659366 -1.659457 -3.541790 -0.96 -0.49 -0.12
C -0.125128 0.055131 -2.711487 1.17 -2.45 -0.77
O 0.211138 0.695558 -1.641797 0.77 0.41 1.85
C -0.541780 1.164442 -3.688921 4.86 -5.70 -3.95
F -1.549424 1.715566 -3.347871 -6.34 4.25 2.05
F -0.803103 0.577123 -4.977567 -0.02 0.56 0.66
F 0.413628 2.024681 -3.927935 1.19 1.07 -0.03
C 1.120316 -0.870438 -3.342407 -1.95 -0.16 3.13
F 0.802192 -1.403465 -4.469154 0.01 -0.88 -2.08
F 2.207650 -0.147555 -3.463876 0.81 0.07 0.05
F 1.415595 -2.003149 -2.489954 -0.22 2.11 -1.00
```
Positions in Å, forces in eV/Å.


4.
C10H5BiCl2NO3Ru | ωB97M-V/def2-TZVPD

## Properties
LUMO energy (spin up / spin down) (eV): -16.11 / -18.42
Net charge: +4
E_HOMO (spin up / spin down) (eV): -22.58 / -23.60
Spin multiplicity: 6
Frontier orbital gap (spin up / spin down) (eV): 6.477 / 5.184
<S²>: 8.807
Energy above the lowest of the compared OMol25 structures with the same formula, charge and spin (kJ/mol): 0.00

The geometry in XYZ format:
```
23
Properties=species:S:1:pos:R:3:forces:R:3
Bi 2.212715 -3.781322 -0.326917 2.43 -2.82 -2.44
Ru 1.057068 -1.797247 0.855905 3.20 1.47 1.73
Cl 2.447325 -1.462228 -1.578257 -0.52 -1.17 1.60
Cl 2.009521 -2.631201 2.791050 -0.65 0.63 -1.88
C -0.548197 -2.326933 1.523481 -8.23 -3.20 4.62
C 3.028778 -5.131790 -2.522453 0.58 -1.50 -2.79
C 2.843612 -6.327310 0.903868 0.30 -2.88 1.17
O -1.540636 -2.674092 2.050269 5.45 2.02 -3.21
O 3.306969 -5.677283 -3.484490 -0.88 1.86 3.33
O 3.012133 -7.358937 1.355187 -0.43 3.11 -1.33
N 0.214065 -0.285143 0.080539 -1.85 4.59 -1.09
C -0.213114 0.805898 -0.073651 0.72 -2.15 0.39
C -0.824543 2.083454 -0.165804 -0.21 0.39 -0.05
C -0.154066 3.272041 0.223716 1.01 -1.94 -0.10
C -0.843296 4.487091 0.276607 -1.75 1.45 -0.22
C -2.204987 4.527445 -0.089471 0.04 0.26 0.01
C -2.866236 3.367478 -0.535904 -0.50 2.14 0.25
C -2.166357 2.158534 -0.588863 1.02 -1.83 0.07
H 0.900707 3.219673 0.490772 -0.12 0.16 0.01
H -0.335601 5.400317 0.610528 -0.14 -0.34 -0.12
H -2.754168 5.475218 -0.027268 0.22 -0.36 -0.04
H -3.924579 3.401574 -0.828474 0.42 0.01 0.10
H -2.657113 1.254762 -0.940368 -0.12 0.12 -0.01
```
Positions in Å, forces in eV/Å.


5.
C10H5Br3N2 | ωB97M-V/def2-TZVPD

## Properties
LUMO energy (spin up / spin down) (eV): -2.28 / -2.27
Net charge: 0
E_HOMO (spin up / spin down) (eV): -8.53 / -8.53
Spin multiplicity: 1
Frontier orbital gap (spin up / spin down) (eV): 6.257 / 6.258

The geometry in XYZ format:
```
20
Properties=species:S:1:pos:R:3:forces:R:3
C 1.149905 1.558911 -1.707199 -0.50 1.14 0.47
C 1.601680 -0.628531 -1.775700 0.03 -0.65 0.11
C -2.744652 -0.787237 0.863617 0.19 -1.97 2.10
C -2.328267 0.539219 0.859277 -0.99 -1.12 -0.03
C -1.813125 -1.747966 0.494346 -1.67 -2.07 -0.74
C -1.217536 0.940655 0.208265 2.35 0.25 -0.26
C -0.655004 -1.384356 -0.133786 2.03 -0.41 -0.89
C -0.340879 -0.037010 -0.351778 -2.44 0.46 0.02
C 0.745689 0.326265 -1.168535 2.76 -0.11 0.25
C 2.512083 0.728915 0.677113 0.29 -1.12 -0.55
N 1.669310 2.552492 -1.983092 -0.41 0.10 -0.52
N 2.428374 -1.294373 -2.218217 -0.06 -0.39 -0.31
Br 1.384558 0.080663 2.059272 0.99 0.05 -0.07
Br 4.132020 -0.342689 0.177754 -1.79 1.05 0.75
Br 2.799912 2.557466 0.674968 0.16 -0.16 0.21
H -3.564003 -1.283551 1.494390 0.67 1.71 -1.19
H -2.873227 1.207734 1.428389 -1.16 1.54 0.78
H -2.158720 -2.843717 0.556056 1.02 1.75 0.06
H -0.845839 1.973855 0.321029 -0.45 -0.48 -0.47
H 0.117714 -2.116752 -0.476162 -1.01 0.42 0.28
```
Positions in Å, forces in eV/Å.


6.
C10H5BrNNiO5 | ωB97M-V/def2-TZVPD

## Properties
LUMO energy (spin up / spin down) (eV): -4.59 / -5.40
Net charge: +1
E_HOMO (spin up / spin down) (eV): -10.36 / -13.68
Spin multiplicity: 3
Frontier orbital gap (spin up / spin down) (eV): 5.768 / 8.277
<S²>: 2.008
Energy above the lowest of the compared OMol25 structures with the same formula, charge and spin (kJ/mol): 116.13

The geometry in XYZ format:
```
23
Properties=species:S:1:pos:R:3:forces:R:3
O 0.853228 4.498484 -2.027845 -1.84 -1.10 -1.19
C -0.004255 3.983043 -2.584329 1.84 1.08 1.21
Ni -0.821702 -1.064712 -1.138962 -1.07 -1.24 -5.26
O -2.885569 0.720865 -0.046077 1.97 -1.62 -1.41
C -2.085676 0.037902 -0.537411 -3.28 2.65 2.11
C -1.185638 -2.325068 -0.017131 -2.17 -3.83 4.07
O -1.633539 -3.050832 0.770213 1.37 1.57 -1.98
C -1.220045 -2.754073 -4.515109 4.33 0.05 -2.23
O -0.149245 -2.508741 -4.883099 -3.57 -0.81 1.13
C -1.824946 -1.603547 -2.626674 -3.97 0.65 -1.35
O -2.920016 -1.488275 -2.963159 2.24 -0.23 0.63
H -0.005344 -0.448647 -0.197155 2.02 1.55 2.38
Br 0.958015 3.608998 2.310380 0.05 -0.41 0.17
C 1.083620 1.746081 2.030481 -0.59 0.16 -0.03
C 1.984546 0.931160 2.722374 0.05 -0.21 -0.75
C 2.044043 -0.433370 2.410261 -0.74 -0.14 0.19
C 1.208065 -0.940538 1.422842 0.51 0.70 -0.04
N 0.488833 -0.078602 0.688807 0.46 0.98 2.68
C 0.248297 1.193218 1.061456 1.72 -0.43 -0.13
H 2.653368 1.370272 3.449408 -0.04 -0.05 0.08
H 2.665412 -1.131718 2.957115 0.03 0.21 0.07
H 1.052592 -1.996610 1.202881 0.54 0.25 -0.19
H -0.504047 1.734707 0.510731 0.14 0.21 -0.15
```
Positions in Å, forces in eV/Å.